No. 1
Entry from the OMol25 dataset: a molecular structure, C43H37BrCrNP2Si (ωB97M-V/def2-TZVPD).

```
86
Properties=species:S:1:pos:R:3:forces:R:3
Cr -0.1209 0.2542 0.6579 -0.49 -0.09 0.21
C 3.4660 -0.3339 -0.0692 0.13 -0.29 -0.07
Si 2.1672 0.9669 0.1289 -0.24 0.24 0.28
C 2.6294 2.0983 1.5400 0.22 0.26 -0.12
C 3.5372 3.1550 1.4355 -0.02 -0.01 0.07
C 3.8679 3.9045 2.5574 -0.01 -0.02 -0.04
C 3.3175 3.5955 3.7973 0.00 0.00 -0.02
C 2.4197 2.5462 3.9177 -0.04 0.01 -0.01
C 2.0714 1.8148 2.7857 -0.06 0.01 0.25
P 0.8694 0.4638 2.7846 0.49 0.12 -0.29
C 1.6999 -0.9673 3.5218 -0.06 -0.01 0.02
C 0.9414 -2.0706 3.9200 -0.03 -0.04 0.08
C 1.5697 -3.2204 4.3732 0.00 0.04 -0.01
C 2.9594 -3.2805 4.4230 -0.03 0.00 -0.01
C 3.7175 -2.1868 4.0311 -0.03 0.04 -0.01
C 3.0898 -1.0291 3.5821 0.05 -0.02 0.05
C -0.5278 0.8405 3.8549 -0.17 -0.06 -0.07
C -0.4809 0.7174 5.2418 -0.01 0.04 0.02
C -1.6077 1.0101 5.9943 -0.03 0.01 0.01
C -2.7870 1.4035 5.3714 0.01 -0.01 0.04
C -2.8496 1.5111 3.9893 0.02 0.00 -0.05
C -1.7194 1.2293 3.2373 0.02 -0.07 0.08
C 1.7985 1.7439 -1.5186 -0.01 0.00 -0.25
C 2.6784 1.6601 -2.6028 -0.04 0.06 0.03
C 2.3592 2.2500 -3.8184 -0.02 -0.02 0.04
C 1.1523 2.9221 -3.9684 0.01 0.01 -0.02
C 0.2604 3.0088 -2.9085 -0.01 0.02 -0.02
C 0.5756 2.4136 -1.6911 -0.01 0.21 -0.01
P -0.4652 2.5164 -0.2028 0.23 0.01 -0.13
C -2.1817 2.7784 -0.7393 -0.04 -0.04 0.01
C -3.0187 3.5903 0.0251 -0.05 -0.01 0.00
C -4.3559 3.7374 -0.3212 0.02 -0.02 -0.01
C -4.8647 3.0820 -1.4332 -0.01 0.00 0.00
C -4.0356 2.2754 -2.2038 0.03 0.01 0.02
C -2.7010 2.1190 -1.8568 -0.05 0.01 -0.03
C -0.0170 4.0577 0.6360 0.09 -0.07 -0.01
C -0.1193 4.1411 2.0208 -0.05 0.08 0.04
C 0.1805 5.3262 2.6769 0.01 -0.01 -0.04
C 0.5984 6.4304 1.9482 0.02 0.01 -0.04
C 0.7075 6.3508 0.5644 -0.01 -0.01 0.02
C 0.3995 5.1692 -0.0932 0.03 0.07 -0.04
H 4.4012 0.1775 -0.3265 -0.03 -0.07 0.01
H 3.2371 -1.0459 -0.8665 0.04 0.03 0.05
H 3.6444 -0.8787 0.8598 0.04 0.02 -0.04
H 3.9783 3.4096 0.4766 -0.03 -0.02 0.05
H 4.5592 4.7334 2.4668 -0.03 -0.03 0.01
H 3.5834 4.1808 4.6681 0.00 -0.01 -0.02
H 1.9782 2.3213 4.8817 0.01 -0.01 -0.01
H -0.1425 -2.0297 3.8870 0.01 0.00 0.00
H 0.9771 -4.0663 4.6985 0.01 0.02 -0.01
H 3.4493 -4.1760 4.7838 -0.01 0.02 -0.01
H 4.7978 -2.2241 4.0911 -0.03 0.00 -0.01
H 3.6867 -0.1708 3.2971 0.00 -0.01 0.00
H 0.4273 0.3894 5.7332 0.00 -0.01 -0.01
H -1.5695 0.9255 7.0721 0.00 0.00 0.00
H -3.6639 1.6214 5.9677 0.03 0.00 -0.01
H -3.7676 1.8166 3.5049 0.01 -0.02 -0.01
H -1.7723 1.3502 2.1522 -0.04 0.01 -0.03
H 3.6238 1.1388 -2.5001 -0.04 0.01 -0.01
H 3.0499 2.1858 -4.6496 -0.02 0.00 0.02
H 0.9038 3.3825 -4.9161 0.01 -0.01 0.02
H -0.6760 3.5378 -3.0388 0.01 -0.01 0.02
H -2.6264 4.1253 0.8810 0.00 0.01 0.01
H -4.9972 4.3762 0.2725 0.02 -0.01 -0.02
H -5.9036 3.2106 -1.7096 0.04 -0.01 0.01
H -4.4255 1.7800 -3.0841 0.02 0.01 0.02
H -2.0580 1.5108 -2.4820 0.00 0.00 0.00
H -0.4530 3.2879 2.5946 0.04 0.00 0.04
H 0.0870 5.3857 3.7538 0.01 0.00 -0.01
H 0.8390 7.3555 2.4569 -0.01 -0.02 -0.02
H 1.0289 7.2127 -0.0055 0.00 -0.01 0.01
H 0.4900 5.1230 -1.1727 0.00 -0.02 0.05
C 2.0415 -4.9964 0.9562 -0.09 0.07 -0.03
C 0.9642 -4.0354 0.5303 0.14 -0.09 0.08
C -0.1779 -4.4593 -0.1443 -0.07 -0.15 -0.02
C -1.1708 -3.5603 -0.5098 0.00 -0.12 -0.02
C -0.9470 -2.2506 -0.1816 -0.03 0.09 0.00
Br -2.1528 -0.8388 -0.6301 0.04 0.07 0.00
N 0.1178 -1.7945 0.4679 0.15 -0.31 0.00
C 1.0635 -2.6851 0.8200 -0.04 0.06 0.00
H 1.6685 -5.6690 1.7309 -0.01 0.02 -0.02
H 2.9056 -4.4690 1.3578 -0.02 0.01 -0.02
H 2.3686 -5.6110 0.1176 -0.01 0.01 0.00
H -0.3007 -5.5093 -0.3867 0.01 0.04 0.00
H -2.0672 -3.8654 -1.0304 0.03 -0.01 0.00
H 1.9117 -2.2935 1.3647 0.00 0.01 -0.08
```
Positions in Å, forces in eV/Å.

Values from the calculation:
- Kohn-Sham gap (spin up / spin down): 0.279 / 0.282 Eh
- Expectation value of S²: 0.793
- Total charge: +2
- Spin multiplicity: 2

=====

No. 2
Entry from the OMol25 dataset: a molecular structure, C46H67Br2N6O9P2SSiSr (ωB97M-V/def2-TZVPD).

```
135
Properties=species:S:1:pos:R:3:forces:R:3
Sr 1.0308 1.4305 0.0799 -0.62 -0.12 0.38
Br 3.3780 3.2671 4.0306 -0.01 -0.10 -0.01
C 1.5099 2.9925 4.2801 0.00 -0.07 0.00
C 0.8912 3.7031 5.3215 0.01 -0.01 -0.01
C -0.4502 3.6006 5.5227 -0.01 0.00 0.02
Br -1.2396 4.5714 6.9547 0.00 0.00 0.00
C -1.2498 2.8048 4.6628 0.01 0.00 -0.01
C -2.6561 2.7111 4.7378 -0.01 0.02 0.01
C -3.3332 1.9856 3.8003 0.00 -0.01 0.00
C -2.6023 1.3344 2.7896 -0.02 -0.01 0.02
N -1.2971 1.3525 2.7228 0.01 0.03 -0.02
C -0.6095 2.0807 3.6292 0.00 -0.03 -0.07
C 0.8333 2.1275 3.4210 -0.02 -0.05 0.11
O 1.3779 1.4212 2.4963 0.33 0.25 0.25
H 1.4927 4.3365 5.9583 0.00 0.00 0.00
H -3.1818 3.2410 5.5205 0.00 0.00 0.00
H -4.4140 1.9258 3.8102 0.00 -0.01 0.00
H -3.1165 0.8112 1.9894 0.00 -0.01 -0.01
O 7.0243 3.7574 -4.3898 0.01 0.00 0.01
C 7.5866 2.7477 -3.9305 -0.03 -0.03 -0.03
O 8.6932 2.2394 -4.1937 0.01 0.02 0.01
C 6.7714 1.9872 -2.8498 0.05 0.02 -0.01
C 7.2983 0.8687 -2.2170 -0.01 0.00 0.00
C 6.5502 0.2273 -1.2465 -0.03 0.00 0.01
N 5.3339 0.6248 -0.8692 0.07 -0.02 0.08
C 4.8277 1.6936 -1.4929 -0.04 0.00 0.01
C 5.4969 2.3967 -2.4806 -0.06 -0.03 -0.05
C 3.4468 2.0617 -1.0147 0.18 0.02 0.10
O 2.4695 2.0181 -1.8134 0.22 0.11 -0.24
O 3.2982 2.2971 0.2200 0.19 -0.04 -0.09
H 8.2864 0.5334 -2.5026 0.00 0.00 0.00
H 6.9406 -0.6465 -0.7302 0.00 0.00 0.00
H 5.0603 3.2564 -2.9716 0.00 0.00 0.00
C -3.5105 -2.1287 3.2280 0.05 -0.02 -0.02
N -2.0829 -2.2458 3.4616 -0.05 0.02 -0.02
C -1.6451 -2.3266 4.8410 0.02 0.02 0.00
C -1.1499 -2.0007 2.4999 0.06 -0.01 0.01
C -1.6430 -1.7449 1.1017 -0.04 0.10 -0.05
O 0.0482 -2.0192 2.7669 0.08 0.00 -0.04
H -4.0352 -2.7393 3.9622 0.00 -0.01 0.00
H -3.7740 -2.4941 2.2387 0.00 0.02 -0.01
H -3.8618 -1.0980 3.3263 -0.02 0.03 0.02
H -2.3207 -2.9759 5.3975 -0.01 -0.01 0.00
H -1.6323 -1.3400 5.3166 -0.01 0.00 0.00
H -0.6398 -2.7367 4.8722 -0.01 0.01 0.01
H -2.4505 -1.0166 1.0712 -0.04 -0.02 -0.03
H -1.9918 -2.6728 0.6436 0.00 -0.01 -0.02
H -0.8317 -1.3407 0.5016 -0.01 -0.12 0.04
C 4.5375 -0.5887 4.5720 0.01 -0.02 0.05
N 3.8040 -0.1048 3.3515 0.08 0.11 0.02
C 4.8361 0.2901 2.2942 0.08 -0.02 -0.09
N 5.7045 -0.8057 2.0119 0.01 0.03 -0.02
C 6.3504 -1.2777 3.2195 -0.01 0.01 0.02
N 5.3968 -1.6909 4.2541 0.01 -0.01 -0.02
C 4.6504 -2.8846 3.8267 -0.04 0.01 0.00
P 3.6456 -2.6731 2.2602 0.07 0.01 0.02
C 2.8314 -1.1345 2.8761 -0.21 0.19 0.15
C 5.0033 -1.8614 1.2802 -0.03 -0.01 0.00
H 3.7920 -0.8775 5.3133 -0.01 0.01 -0.01
H 5.1237 0.2509 4.9475 -0.01 0.01 -0.02
H 3.2652 0.7491 3.5491 -0.09 0.05 -0.03
H 5.3879 1.1275 2.7224 0.00 0.00 0.01
H 4.3191 0.6312 1.3985 -0.08 0.04 0.02
H 6.9663 -0.4709 3.6236 0.00 0.00 0.00
H 6.9945 -2.1240 2.9802 0.00 0.00 0.00
H 3.9765 -3.1871 4.6327 0.00 0.00 -0.01
H 5.3644 -3.6985 3.6855 0.00 0.00 0.00
H 2.2040 -1.4129 3.7256 0.01 0.01 0.02
H 2.1421 -0.6029 2.2264 0.11 -0.34 -0.33
H 4.5956 -1.4152 0.3695 0.00 -0.01 -0.03
H 5.7203 -2.6293 0.9790 0.01 0.00 0.00
C 3.4029 -1.3981 -2.6489 0.04 0.09 0.07
P 1.8395 -1.1188 -1.7405 -0.10 -0.14 -0.03
C 0.8009 -0.4464 -3.0871 -0.03 0.04 -0.01
C 1.2193 -2.8382 -1.5698 0.03 0.01 0.01
C 0.9776 -3.6638 -2.6687 -0.01 -0.01 -0.01
C 0.5119 -4.9571 -2.4958 0.00 0.01 0.00
C 0.2887 -5.4514 -1.2153 0.00 0.00 0.02
C 0.5374 -4.6469 -0.1150 0.01 0.02 0.02
C 0.9974 -3.3477 -0.2946 -0.05 -0.03 -0.03
H 4.1382 -1.8856 -2.0097 0.01 -0.01 0.00
H 3.8061 -0.4303 -2.9480 0.01 -0.01 -0.03
H 3.2266 -2.0118 -3.5338 -0.01 0.00 0.00
H 1.1871 0.5472 -3.3206 -0.01 0.00 -0.01
H -0.2381 -0.3594 -2.7625 -0.02 -0.01 0.00
H 0.8437 -1.0608 -3.9884 0.01 -0.02 0.01
H 1.1494 -3.2928 -3.6727 -0.01 0.00 0.00
H 0.3191 -5.5809 -3.3598 0.00 0.00 0.00
H -0.0773 -6.4619 -1.0813 0.00 0.00 0.00
H 0.3731 -5.0189 0.8892 0.00 0.00 0.00
H 1.1616 -2.7265 0.5766 0.02 0.02 0.02
C -1.6074 2.2412 -4.2538 -0.01 -0.01 0.02
C -2.9299 2.8733 -3.8323 0.01 0.01 0.00
C -2.6846 4.1825 -3.0906 0.00 0.00 0.00
C -3.8120 3.1081 -5.0523 0.00 -0.01 0.01
O -3.6736 1.9968 -2.9803 -0.01 0.01 0.00
Si -3.1754 0.9158 -1.8346 -0.02 0.03 0.03
S -1.7715 1.5975 -0.5003 -0.09 0.08 -0.28
O -2.6519 -0.4601 -2.5821 0.06 -0.13 0.18
C -3.3850 -1.5107 -3.2167 -0.05 0.08 -0.12
C -4.4971 -0.9328 -4.0896 0.02 0.00 0.03
C -3.9522 -2.4469 -2.1538 0.01 0.03 0.01
C -2.3809 -2.2598 -4.0828 0.00 0.03 -0.01
O -4.5886 0.4860 -1.0846 0.00 -0.02 0.00
C -5.6663 1.2903 -0.6058 -0.01 0.00 -0.01
C -5.1944 2.6623 -0.1328 0.02 0.00 -0.02
C -6.6877 1.4449 -1.7296 0.00 -0.02 0.01
C -6.2731 0.5172 0.5602 0.01 0.00 -0.01
H -1.0995 2.8790 -4.9795 0.00 -0.01 0.00
H -1.7812 1.2616 -4.7033 0.01 0.00 -0.02
H -0.9529 2.1131 -3.3908 0.01 -0.01 0.00
H -2.1151 4.8754 -3.7136 -0.01 0.01 0.00
H -2.1280 3.9892 -2.1735 0.00 0.00 0.00
H -3.6373 4.6490 -2.8298 0.00 0.00 0.00
H -3.3445 3.8191 -5.7360 0.00 0.00 0.00
H -4.7801 3.5041 -4.7405 0.00 0.00 0.00
H -3.9782 2.1682 -5.5822 0.00 0.01 -0.01
H -5.2368 -0.4195 -3.4757 -0.02 0.01 -0.02
H -4.9938 -1.7268 -4.6515 0.01 -0.01 0.01
H -4.0777 -0.2121 -4.7936 -0.02 -0.02 -0.01
H -4.5037 -3.2649 -2.6234 0.00 -0.01 0.00
H -4.6186 -1.8989 -1.4884 0.00 -0.01 0.00
H -3.1332 -2.8713 -1.5687 -0.01 0.00 0.01
H -1.9412 -1.5842 -4.8192 0.00 -0.01 0.00
H -2.8664 -3.0858 -4.6072 0.00 0.00 0.00
H -1.5827 -2.6622 -3.4595 0.06 -0.01 0.02
H -4.7772 3.2335 -0.9632 -0.01 -0.01 0.01
H -4.4180 2.5639 0.6254 0.01 0.00 0.03
H -6.0369 3.2180 0.2856 0.00 0.00 0.00
H -6.2155 1.9179 -2.5908 0.00 0.01 0.00
H -7.5308 2.0571 -1.4014 0.00 0.00 -0.01
H -7.0660 0.4658 -2.0316 0.00 0.00 0.00
H -5.5371 0.4123 1.3609 0.00 0.00 0.00
H -6.5694 -0.4805 0.2313 0.00 0.00 0.00
H -7.1507 1.0337 0.9546 0.00 0.00 0.01
```
Positions in Å, forces in eV/Å.

Values from the calculation:
- Kohn-Sham gap: 0.248 Eh
- Total charge: -1
- Spin multiplicity: 1

=====

Here are the calculated E numbers, same order: -171588.1641, -254381.7798 (eV).
Here are the calculated ΔE to the lowest compared entry with this formula, charge and spin numbers, same order: 0.041, 0.959 (eV).